{"formula": "C46H71N7O3", "method": "wB97M-V/def2-TZVPD", "smiles": "CCOc1c(CC)ccc2c1C(=O)C=C([C@@H](C)CC)C2=O.CCCC#N.CCCC#N.CCCC#N.CCCC#N.CCCC#N.CCCC#N.CCCC#N", "e_above_lowest_kcal_mol": 0.0, "homo_lumo_gap_ev": 8.52, "largest_force_ev_per_a": 0.92, "e_homo_ev": -8.833, "lumo_ev": -0.3, "elements": ["C", "C", "O", "C", "C", "C", "C", "C", "C", "C", "C", "C", "O", "C", "C", "C", "C", "C", "C", "C", "O", "H", "H", "H", "H", "H", "H", "H", "H", "H", "H", "H", "H", "H", "H", "H", "H", "H", "H", "H", "H", "H", "H", "C", "C", "C", "C", "N", "H", "H", "H", "H", "H", "H", "H", "C", "C", "C", "C", "N", "H", "H", "H", "H", "H", "H", "H", "C", "C", "C", "C", "N", "H", "H", "H", "H", "H", "H", "H", "C", "C", "C", "C", "N", "H", "H", "H", "H", "H", "H", "H", "C", "C", "C", "C", "N", "H", "H", "H", "H", "H", "H", "H", "C", "C", "C", "C", "N", "H", "H", "H", "H", "H", "H", "H", "C", "C", "C", "C", "N", "H", "H", "H", "H", "H", "H", "H"], "coordinates": [[0.7820, -4.1679, 1.7656], [-0.1707, -3.6121, 0.7323], [-0.7437, -2.3284, 1.0211], [-0.3526, -1.6823, 2.1604], [-1.0458, -1.8360, 3.3684], [-2.2637, -2.7009, 3.6332], [-2.8793, -3.5129, 2.4983], [-0.5717, -1.1178, 4.4695], [0.5136, -0.2659, 4.4083], [1.1661, -0.1055, 3.1978], [0.7331, -0.8054, 2.0734], [1.4827, -0.5616, 0.8005], [1.6435, -1.3949, -0.0682], [2.0388, 0.8107, 0.6669], [2.4419, 1.5081, 1.7333], [2.9781, 2.9317, 1.5833], [1.9665, 3.7331, 0.7187], [3.1438, 3.6501, 2.9370], [1.8238, 3.8841, 3.6782], [2.3469, 0.7990, 3.0552], [3.1797, 0.9018, 3.9290], [1.6904, -3.5733, 1.8681], [0.3157, -4.3288, 2.7381], [1.0830, -5.1592, 1.4200], [0.3470, -3.5349, -0.2268], [-1.0020, -4.3065, 0.5803], [-2.0210, -3.3727, 4.4631], [-3.0366, -2.0285, 4.0202], [-2.2784, -4.3776, 2.2199], [-3.8586, -3.8781, 2.8069], [-3.0262, -2.8872, 1.6258], [-1.0969, -1.2231, 5.4137], [0.8527, 0.2861, 5.2763], [2.0852, 1.2230, -0.3342], [3.9370, 2.9019, 1.0612], [1.9866, 4.7831, 1.0173], [2.2015, 3.6508, -0.3440], [0.9537, 3.3616, 0.8832], [3.8584, 3.1179, 3.5598], [3.6000, 4.6186, 2.7057], [1.3241, 4.7947, 3.3498], [1.1122, 3.0656, 3.5258], [2.0124, 3.9288, 4.7517], [-4.5023, 0.5116, -0.7200], [-3.5931, -0.4032, -1.5305], [-4.2653, -1.7250, -1.9211], [-4.6627, -2.4851, -0.7350], [-4.9462, -3.0953, 0.1944], [-4.7857, 0.0494, 0.2277], [-3.9907, 1.4473, -0.4915], [-5.4150, 0.7528, -1.2688], [-2.6887, -0.6180, -0.9573], [-3.2791, 0.1076, -2.4422], [-3.5788, -2.3389, -2.5052], [-5.1544, -1.5451, -2.5281], [1.5860, -9.8794, 2.2056], [0.5033, -9.6943, 1.1494], [0.2487, -8.2208, 0.8112], [-0.1955, -7.4702, 1.9866], [-0.5460, -6.8845, 2.9084], [1.3001, -9.4177, 3.1516], [1.7587, -10.9386, 2.3952], [2.5304, -9.4370, 1.8826], [-0.4262, -10.1504, 1.4945], [0.7928, -10.2127, 0.2337], [-0.5186, -8.1300, 0.0415], [1.1600, -7.7540, 0.4312], [5.3801, 1.4688, -4.7542], [5.0285, 0.3632, -3.7680], [3.5589, 0.3924, -3.3342], [3.2413, 1.6563, -2.6696], [2.9893, 2.6470, -2.1469], [5.2388, 2.4562, -4.3104], [6.4253, 1.3920, -5.0560], [4.7610, 1.4091, -5.6515], [5.6683, 0.4451, -2.8865], [5.2350, -0.6061, -4.2226], [3.3407, -0.4224, -2.6414], [2.9017, 0.2761, -4.1971], [-6.8572, 3.7024, 1.8586], [-5.5564, 3.0852, 2.3582], [-4.4048, 4.0942, 2.4320], [-4.1069, 4.6585, 1.1138], [-3.8784, 5.1035, 0.0811], [-6.7427, 4.0804, 0.8394], [-7.6528, 2.9625, 1.8512], [-7.1661, 4.5242, 2.4994], [-5.2675, 2.2587, 1.7057], [-5.7170, 2.6645, 3.3523], [-3.4987, 3.6179, 2.8091], [-4.6578, 4.9133, 3.1074], [8.2251, 5.4029, -4.6220], [7.9093, 4.8224, -3.2491], [9.0228, 3.9128, -2.7155], [9.2475, 2.7681, -3.6005], [9.3950, 1.8698, -4.2997], [8.3291, 4.6165, -5.3710], [7.4246, 6.0657, -4.9497], [9.1523, 5.9789, -4.6023], [6.9755, 4.2590, -3.2964], [7.7560, 5.6330, -2.5350], [8.7635, 3.5320, -1.7271], [9.9597, 4.4654, -2.6257], [-11.3531, 5.2154, 0.2242], [-11.7623, 6.0280, 1.4468], [-10.5853, 6.3239, 2.3837], [-9.9866, 5.0892, 2.8934], [-9.5294, 4.1126, 3.2848], [-10.9666, 4.2361, 0.5102], [-12.2085, 5.0528, -0.4311], [-10.5817, 5.7311, -0.3509], [-12.5374, 5.4935, 1.9988], [-12.1948, 6.9775, 1.1271], [-10.9124, 6.9200, 3.2363], [-9.8130, 6.8882, 1.8574], [4.3533, -5.4647, -3.9930], [5.0659, -4.8943, -5.2134], [5.1060, -3.3616, -5.2150], [3.7565, -2.7912, -5.2256], [2.6995, -2.3445, -5.2338], [3.3077, -5.1551, -3.9631], [4.3738, -6.5541, -4.0132], [4.8319, -5.1361, -3.0685], [4.5721, -5.2431, -6.1220], [6.0917, -5.2647, -5.2450], [5.6375, -2.9916, -6.0926], [5.6273, -2.9947, -4.3288]], "forces_ev_per_a": [[0.1, -0.2, 0.0], [0.1, -0.3, -0.4], [-0.2, 0.0, 0.1], [0.1, -0.2, -0.1], [0.2, 0.1, 0.2], [-0.1, -0.2, -0.1], [0.0, 0.2, 0.1], [-0.1, 0.1, 0.1], [0.2, 0.0, 0.0], [0.0, 0.0, -0.2], [0.0, 0.0, 0.1], [0.0, 0.0, 0.0], [-0.1, 0.1, 0.0], [-0.2, -0.1, 0.2], [0.3, 0.1, -0.3], [-0.8, 0.1, 0.5], [0.3, -0.1, 0.0], [0.3, 0.1, -0.4], [0.1, -0.3, 0.1], [0.1, -0.1, -0.1], [-0.1, 0.1, 0.0], [-0.1, 0.1, 0.0], [0.0, 0.1, 0.0], [0.1, 0.1, 0.0], [0.0, 0.2, 0.1], [-0.1, 0.1, 0.1], [0.1, 0.1, 0.0], [0.0, 0.0, 0.0], [0.0, 0.0, 0.1], [0.0, 0.0, 0.0], [0.0, -0.1, 0.0], [0.0, 0.0, 0.0], [0.0, -0.1, 0.0], [0.2, -0.1, 0.0], [0.0, -0.1, 0.1], [0.1, 0.0, -0.2], [-0.2, 0.1, 0.3], [0.0, 0.1, 0.0], [-0.1, -0.1, 0.1], [0.0, 0.0, 0.1], [0.0, 0.0, 0.1], [0.1, 0.0, 0.0], [-0.1, 0.2, 0.0], [0.0, 0.0, 0.0], [0.0, 0.1, 0.1], [0.1, 0.2, 0.1], [0.0, -0.1, -0.2], [-0.2, 0.0, 0.0], [0.0, 0.0, 0.0], [0.0, 0.0, 0.0], [0.0, 0.0, 0.0], [0.0, -0.1, 0.0], [0.0, -0.1, 0.0], [0.0, 0.0, 0.0], [0.0, 0.0, 0.0], [0.0, 0.0, 0.0], [0.1, -0.1, 0.1], [0.0, -0.1, 0.0], [0.0, 0.0, -0.1], [-0.1, 0.0, 0.1], [0.0, 0.0, 0.0], [0.0, 0.0, 0.0], [0.0, 0.0, 0.0], [0.0, 0.0, 0.0], [0.0, 0.0, 0.0], [0.0, 0.0, 0.0], [0.0, 0.0, 0.0], [0.1, 0.0, 0.0], [0.1, 0.1, -0.1], [0.2, 0.0, 0.0], [-0.2, -0.1, -0.1], [0.2, 0.0, -0.2], [-0.1, 0.0, 0.0], [0.0, 0.0, 0.0], [0.0, 0.0, 0.0], [0.0, 0.0, 0.0], [-0.1, 0.0, 0.0], [-0.1, 0.0, 0.0], [0.0, 0.0, 0.0], [0.3, -0.1, -0.2], [-0.2, 0.0, -0.1], [-0.1, -0.2, -0.1], [0.1, 0.1, 0.1], [0.0, 0.0, -0.1], [0.0, 0.0, 0.0], [-0.1, 0.0, 0.1], [0.0, 0.0, 0.0], [0.1, 0.0, 0.0], [0.1, 0.0, 0.0], [0.0, 0.0, 0.0], [0.0, 0.0, 0.0], [0.0, 0.0, 0.0], [0.0, 0.1, -0.1], [-0.1, 0.0, -0.1], [0.0, 0.0, 0.1], [0.0, 0.0, 0.0], [0.0, 0.0, 0.0], [0.0, 0.0, 0.0], [0.0, 0.0, 0.0], [0.0, 0.0, 0.1], [0.0, 0.0, 0.1], [0.0, 0.0, 0.0], [0.0, 0.0, 0.0], [0.0, 0.0, 0.0], [0.0, -0.1, -0.1], [-0.1, 0.0, -0.1], [0.0, 0.1, 0.1], [-0.2, 0.0, 0.1], [0.0, 0.0, 0.0], [0.0, 0.0, 0.0], [0.0, 0.0, 0.0], [0.0, 0.0, 0.0], [0.0, 0.0, 0.1], [0.0, 0.0, 0.0], [0.0, 0.0, 0.0], [0.0, 0.0, 0.0], [-0.1, -0.1, 0.1], [-0.1, -0.2, -0.1], [0.1, 0.1, 0.0], [-0.1, 0.0, 0.0], [0.0, 0.0, 0.0], [0.0, 0.0, 0.0], [0.0, 0.0, 0.0], [0.0, 0.0, 0.0], [0.0, 0.1, 0.0], [0.0, 0.0, 0.0], [0.0, 0.0, 0.0]], "mulliken_charge": [-0.946, -0.742, -0.654, 0.398, 0.663, -0.768, -0.849, -1.066, -1.296, 1.179, 1.054, -0.395, -0.600, -0.463, 0.333, 0.552, -1.401, -1.204, -1.059, -0.186, -0.573, 0.288, 0.291, 0.156, 0.413, 0.538, 0.416, 0.508, -0.071, 0.521, 0.031, 0.468, 0.487, 0.391, 0.451, 0.438, 0.301, 0.404, 0.472, 0.541, 0.347, 0.230, 0.313, -1.196, -0.077, -0.598, 0.333, -0.481, 0.364, 0.326, 0.314, -0.047, 0.380, 0.334, 0.348, -1.132, -0.490, -0.420, 0.305, -0.466, 0.349, 0.332, 0.297, 0.301, 0.316, 0.344, 0.313, -1.184, 0.073, -0.156, 0.171, -0.554, 0.260, 0.368, 0.311, 0.314, -0.246, 0.228, 0.356, -1.127, -0.068, -0.406, 0.216, -0.472, 0.339, 0.372, 0.253, -0.045, 0.315, 0.281, 0.327, -1.189, -0.196, -0.396, 0.247, -0.465, 0.346, 0.332, 0.328, 0.107, 0.305, 0.289, 0.302, -1.135, -0.403, -0.370, 0.285, -0.488, 0.342, 0.326, 0.305, 0.292, 0.304, 0.297, 0.285, -1.141, -0.565, -0.365, 0.347, -0.522, 0.357, 0.332, 0.300, 0.319, 0.309, 0.402, 0.290]}